# 1
A structure of composition C17H15ClF3IrNO5 at a distorted geometry. Source: the OMol25 dataset; level of theory: wB97M-V/def2-TZVPD.

ORCA input file:
```
! RIJCOSX wB97M-V def2-TZVPD def2/J DEFGRID3
* xyz 1 1
Ir -0.190 -0.950 -0.814
O 1.467 -1.944 -1.505
C 2.082 -2.962 -0.647
C 2.880 -2.387 0.502
C 2.095 -1.333 1.299
C 0.797 -1.866 1.807
C 0.643 -2.353 3.094
C -0.567 -2.872 3.509
C -1.615 -2.942 2.605
C -1.423 -2.464 1.333
N -0.251 -1.914 0.938
H 2.141 -1.332 -1.839
H 2.686 -3.607 -1.281
H 1.231 -3.539 -0.297
H 3.808 -1.923 0.163
H 3.162 -3.245 1.119
H 1.897 -0.474 0.662
H 2.700 -0.941 2.115
H 1.488 -2.304 3.767
H -0.691 -3.231 4.522
H -2.574 -3.359 2.876
H -2.199 -2.544 0.591
F -4.476 0.656 -0.300
C -4.170 -0.571 -0.687
F -4.585 -1.441 0.248
F -4.764 -0.847 -1.834
C -2.649 -0.741 -0.811
O -1.856 0.035 -0.197
O -2.158 -1.704 -1.448
Cl -0.723 7.196 -2.404
C -0.195 5.620 -1.918
C 1.151 5.404 -1.662
C 1.567 4.149 -1.255
C 0.645 3.113 -1.139
C -0.702 3.346 -1.395
C -1.127 4.605 -1.783
C 1.120 1.790 -0.687
O 1.954 1.598 0.157
O 0.528 0.749 -1.340
H 1.857 6.216 -1.772
H 2.609 3.963 -1.033
H -1.421 2.545 -1.280
H -2.172 4.805 -1.977
*
```

Calculated values
energy relative to the best compared isomer or geometry (same formula, charge and spin)	255.5	kJ/mol
molar mass	597.97	g/mol
largest force on an atom	0.0333	hartree/bohr
E	-1951.6524	hartree
LUMO level	-5.0	eV

These are the natural (NBO) partial charges, in e, on atoms 1 to 5:
1. Ir 1.39
2. O -0.68
3. C -0.07
4. C -0.43
5. C -0.48


# 2
A structure of composition C17H15ClN4O at a distorted geometry. Source: the OMol25 dataset; level of theory: wB97M-V/def2-TZVPD.

ORCA input file:
```
! RIJCOSX wB97M-V def2-TZVPD def2/J DEFGRID3
* xyz 0 1
C -6.066 -2.188 -0.206
C -4.951 -1.120 -0.163
N -3.647 -1.241 -0.235
N -3.135 -0.180 -0.096
C -4.057 0.689 -0.063
C -5.382 0.181 0.085
Cl -6.930 0.938 0.350
C -3.776 2.310 0.232
H -2.907 2.400 0.864
H -4.549 2.699 0.876
H -3.668 3.042 -0.555
C -1.895 -0.020 -0.169
C -1.047 0.773 -0.696
C 0.334 1.034 -0.519
C 0.986 -0.160 -0.153
C 0.199 -1.263 0.588
C -1.072 -1.381 0.495
H -1.715 -2.110 0.891
H 0.896 -1.982 0.798
N 2.360 -0.165 0.147
C 3.259 0.745 -0.375
O 2.918 1.961 -0.517
C 4.716 0.420 -0.028
C 5.595 1.299 0.504
C 6.970 1.015 0.263
N 7.471 -0.368 0.272
C 6.514 -1.464 -0.138
C 5.198 -0.830 -0.364
H 4.414 -1.794 -0.590
H 6.926 -2.311 -0.250
H 7.743 1.651 0.785
H 5.317 2.241 0.381
H 2.781 -1.039 0.427
H 0.844 1.653 -0.975
H -1.610 1.725 -1.028
H -7.074 -1.557 -0.236
H -5.944 -2.722 -1.396
H -6.019 -2.879 0.794
*
```

Calculated values
energy relative to the best compared isomer or geometry (same formula, charge and spin)	1276.5	kJ/mol
molar mass	326.79	g/mol
largest force on an atom	0.3053	hartree/bohr
E	-1410.8273	hartree
LUMO level	-0.6	eV

These are the natural (NBO) partial charges, in e, on atoms 1 to 5:
1. C -0.65
2. C 0.10
3. N -0.28
4. N -0.20
5. C 0.19


# 3
A structure of composition C17H15MnN3O5PSSe at a distorted geometry. Source: the OMol25 dataset; level of theory: wB97M-V/def2-TZVPD.

ORCA input file:
```
! RIJCOSX wB97M-V def2-TZVPD def2/J DEFGRID3
* xyz 0 5
Mn -1.778 1.223 -0.457
N 0.369 -0.395 1.248
P 0.415 0.174 -0.345
C 2.076 0.861 -0.494
C 2.235 2.237 -0.636
C 3.511 2.779 -0.721
C 4.619 1.949 -0.658
C 4.462 0.574 -0.514
C 3.193 0.026 -0.439
C 0.479 -1.311 -1.379
C 0.023 -2.538 -0.915
C -0.013 -3.630 -1.772
C 0.390 -3.492 -3.092
C 0.840 -2.263 -3.559
C 0.880 -1.173 -2.706
C -0.684 -0.172 2.136
C -0.610 -0.648 3.442
C -1.680 -0.421 4.281
C -2.793 0.267 3.813
C -2.776 0.720 2.512
N -1.736 0.511 1.691
H 1.208 -0.792 1.648
H 1.359 2.875 -0.676
H 3.638 3.848 -0.832
H 5.613 2.373 -0.724
H 5.331 -0.069 -0.464
H 3.069 -1.048 -0.357
H -0.324 -2.635 0.106
H -0.373 -4.584 -1.410
H 0.343 -4.341 -3.762
H 1.151 -2.155 -4.590
H 1.226 -0.213 -3.075
H 0.268 -1.185 3.777
H -1.643 -0.776 5.303
H -3.654 0.449 4.438
H -3.611 1.262 2.091
O -2.701 3.906 1.786
S -1.748 4.093 0.709
N -1.232 2.947 -0.050
O -2.382 -0.473 -0.993
Se -4.010 0.093 -1.093
O -4.718 -0.389 -2.443
O -3.480 1.725 -1.130
O -4.755 -0.190 0.305
*
```

Calculated values
energy relative to the best compared isomer or geometry (same formula, charge and spin)	0.0	kJ/mol
molar mass	538.26	g/mol
largest force on an atom	0.0257	hartree/bohr
expectation value of S²	6.06
E	-5489.2232	hartree
LUMO level (spin up / spin down)	-0.9 / -0.9	eV

These are the natural (NBO) partial charges, in e, on atoms 1 to 5:
1. Mn 1.42
2. N -0.90
3. P 1.13
4. C -0.40
5. C -0.19


# 4
A structure of composition C17H15N2O4PPtS at a distorted geometry. Source: the OMol25 dataset; level of theory: wB97M-V/def2-TZVPD.

ORCA input file:
```
! RIJCOSX wB97M-V def2-TZVPD def2/J DEFGRID3
* xyz 0 1
Pt 0.334 0.231 0.414
N 2.621 -0.433 2.252
P 2.511 0.295 0.708
C 3.209 1.944 0.840
C 4.537 2.140 1.221
C 5.035 3.425 1.342
C 4.212 4.514 1.066
C 2.898 4.319 0.671
C 2.386 3.032 0.558
C 3.660 -0.635 -0.319
C 4.204 -0.017 -1.442
C 5.041 -0.731 -2.285
C 5.344 -2.056 -2.005
C 4.797 -2.676 -0.891
C 3.949 -1.970 -0.051
C 1.475 -0.546 3.000
C 1.480 -0.963 4.332
C 0.282 -1.049 5.006
C -0.907 -0.718 4.361
C -0.846 -0.315 3.049
N 0.319 -0.239 2.388
H 3.495 -0.612 2.721
H 5.185 1.291 1.410
H 6.063 3.583 1.641
H 4.606 5.518 1.152
H 2.264 5.166 0.446
H 1.359 2.878 0.238
H 3.970 1.018 -1.663
H 5.457 -0.250 -3.160
H 6.003 -2.609 -2.662
H 5.023 -3.713 -0.679
H 3.498 -2.464 0.801
H 2.418 -1.208 4.812
H 0.271 -1.371 6.039
H -1.862 -0.772 4.862
H -1.716 -0.042 2.463
O -2.391 1.106 -2.203
S -1.345 1.170 -1.240
O -1.696 0.354 0.055
O -0.078 0.316 -1.589
O -0.872 2.487 -0.844
*
```

Calculated values
energy relative to the best compared isomer or geometry (same formula, charge and spin)	32.2	kJ/mol
molar mass	569.44	g/mol
largest force on an atom	0.0229	hartree/bohr
E	-1926.2174	hartree
LUMO level	-0.2	eV

These are the natural (NBO) partial charges, in e, on atoms 1 to 5:
1. Pt 0.71
2. N -0.90
3. P 1.27
4. C -0.35
5. C -0.22


# 5
A cluster of 2 separate species, C17H15N3 in total at a distorted geometry. Source: the OMol25 dataset; level of theory: wB97M-V/def2-TZVPD.

ORCA input file:
```
! RIJCOSX wB97M-V def2-TZVPD def2/J DEFGRID3
* xyz 0 1
C -0.124 2.283 -1.538
C -0.973 1.665 -0.515
N -0.488 0.978 0.504
C -1.292 0.392 1.520
C -2.665 0.429 1.681
C -3.202 -0.236 2.804
C -2.363 -0.903 3.719
C -0.975 -0.925 3.541
C -0.444 -0.270 2.432
C 0.907 -0.101 1.979
C 0.884 0.667 0.789
C 2.058 0.987 0.126
C 3.273 0.527 0.676
C 3.297 -0.233 1.857
C 2.107 -0.554 2.519
H -0.798 2.798 -2.233
H 0.569 3.036 -1.135
H 0.426 1.534 -2.123
H -2.054 1.783 -0.541
H -3.274 0.959 0.950
H -4.279 -0.236 2.973
H -2.802 -1.411 4.580
H -0.286 -1.425 4.221
H 2.034 1.578 -0.783
H 4.213 0.766 0.179
H 4.250 -0.577 2.263
H 2.066 -1.138 3.437
N 0.094 -2.797 -4.326
C 0.213 -1.787 -5.228
C -0.012 -0.550 -4.538
N -0.249 -0.825 -3.226
C -0.193 -2.198 -3.116
H 0.443 -1.905 -6.278
H -0.003 0.438 -4.974
H -0.357 -2.747 -2.196
*
```

Calculated values
energy relative to the best compared isomer or geometry (same formula, charge and spin)	110.0	kJ/mol
molar mass	261.33	g/mol
largest force on an atom	0.0631	hartree/bohr
E	-820.9658	hartree
LUMO level	-2.3	eV

These are the natural (NBO) partial charges, in e, on atoms 1 to 5:
1. C -0.74
2. C 0.37
3. N -0.27
4. C 0.09
5. C -0.19


# 6
The molecule C17H15N3O3S at a distorted geometry. Source: the OMol25 dataset; level of theory: wB97M-V/def2-TZVPD.

ORCA input file:
```
! RIJCOSX wB97M-V def2-TZVPD def2/J DEFGRID3
* xyz 0 1
C 5.262 2.539 0.373
C 4.273 1.615 -0.303
O 4.027 1.647 -1.483
N 3.693 0.745 0.586
C 2.758 -0.258 0.349
C 2.323 -1.013 1.443
C 1.402 -2.025 1.269
C 0.917 -2.290 0.002
C 1.337 -1.556 -1.090
C 2.258 -0.538 -0.923
H 2.597 0.040 -1.766
H 0.951 -1.800 -2.066
S -0.315 -3.567 -0.180
O -0.500 -3.869 -1.565
O -0.057 -4.632 0.739
N -1.702 -2.817 0.417
C -2.141 -1.583 -0.021
N -2.662 -0.790 0.881
C -3.138 0.412 0.491
C -3.719 1.257 1.457
C -4.206 2.483 1.096
C -4.134 2.919 -0.235
C -3.573 2.120 -1.194
C -3.065 0.852 -0.857
C -2.487 -0.031 -1.799
C -2.030 -1.249 -1.393
H -1.611 -1.972 -2.072
H -2.427 0.269 -2.836
H -3.516 2.447 -2.223
H -4.526 3.890 -0.497
H -4.653 3.128 1.839
H -3.768 0.905 2.476
H -1.846 -2.972 1.404
H 1.065 -2.628 2.097
H 2.714 -0.803 2.429
H 3.983 0.828 1.552
H 5.694 3.203 -0.371
H 4.763 3.133 1.135
H 6.058 1.962 0.840
*
```

Calculated values
energy relative to the best compared isomer or geometry (same formula, charge and spin)	43.3	kJ/mol
structure (SMILES)	CC(=O)Nc1ccc(S(=O)(=O)Nc2ccc3ccccc3n2)cc1
molar mass	341.39	g/mol
largest force on an atom	0.0224	hartree/bohr
E	-1445.0343	hartree
LUMO level	0.2	eV

These are the natural (NBO) partial charges, in e, on atoms 1 to 5:
1. C -0.71
2. C 0.69
3. O -0.59
4. N -0.60
5. C 0.16